Computed, not measured: a molecular structure, CCl4S2, with the ωB97M-V functional and the def2-TZVPD basis.

Structure (XYZ):
```
7
CCl4S2 the ωB97M-V functional and the def2-TZVPD basis
C -1.09948 0.27056 -0.09515
S -0.68808 -1.00905 -1.37465
S 2.54489 -0.02669 -0.48222
Cl -0.39915 0.13474 1.58038
Cl -0.79026 1.95817 -0.54041
Cl -2.89440 -0.09328 0.04583
Cl 3.32647 -1.23447 0.86624
```

For the HOMO energy (spin up / spin down), the calculation gives -9.0 / -9.1 eV. As for the frontier orbital gap (spin up / spin down): 4.84 / 4.85 eV. As for the total charge: 0.


Computed, not measured: a molecular structure, H15NaO9, with the ωB97M-V functional and the def2-TZVPD basis.

Structure (XYZ):
```
25
H15NaO9 the ωB97M-V functional and the def2-TZVPD basis
Na -0.13550 -0.73283 0.25693
O 4.21766 0.61076 0.37576
H 4.96019 0.33750 0.94892
O -3.72642 1.96555 -0.72484
H -4.00469 2.84113 -0.39249
O -0.86864 -1.21322 4.86005
H -1.49928 -1.84026 4.45552
O -3.82900 1.84387 3.59911
H -3.06295 1.29725 3.77409
H -4.11796 1.57955 2.72569
O 1.36751 5.14951 -0.41327
H 1.47935 4.40265 0.17489
H 2.24653 5.32376 -0.74971
O 2.48586 -0.30866 -3.86010
H 2.95261 -1.12672 -4.03083
H 2.91675 0.05674 -3.08741
O -2.31372 0.33225 -4.68721
H -2.54810 0.67959 -3.82661
H -1.35655 0.32554 -4.69075
O -1.40302 -5.00087 -1.37846
H -2.00230 -5.65107 -1.74497
H -0.54098 -5.41394 -1.42842
O 3.13723 -2.13639 3.37129
H 3.31279 -1.49331 2.68437
H 2.33265 -1.82837 3.78844
```

For the HOMO energy, the calculation gives -1.3 eV. As for the frontier orbital gap: 4.25 eV. As for the total charge: -2.


Strongest force on any atom, record by record: 2.96, 0.81 eV/Å
Energy above the lowest of the compared OMol25 structures with the same formula, charge and spin, record by record: 3.3079, 6.2835 eV